[1]
C4H10FNO3S | the ωB97M-V functional and the def2-TZVPD basis

The geometry in XYZ format:
```
20
Properties=species:S:1:pos:R:3:lowdin_charge:R:1
C -0.599 -1.921 0.850 -0.03
C 1.532 0.502 -0.919 -0.07
C -0.064 -1.167 -1.907 -0.07
C 0.528 -1.445 0.366 -0.29
N 0.627 -0.633 -0.747 -0.32
O 0.393 1.239 2.039 -0.38
O -2.164 1.183 1.908 -0.21
O -0.960 2.809 0.420 -0.28
F 0.231 3.505 0.282 -0.13
S -0.698 1.076 1.101 1.03
H -0.705 -2.390 1.796 0.05
H -2.082 1.537 2.730 0.00
H -1.559 -1.685 0.341 0.07
H 0.844 1.305 -1.319 0.09
H 1.694 0.857 0.206 0.10
H 2.360 0.368 -1.575 0.07
H -1.105 -0.881 -1.887 0.07
H 0.379 -0.753 -2.890 0.12
H -0.012 -2.188 -1.815 0.05
H 1.362 -1.318 1.019 0.11
```

Properties
gap between HOMO and LUMO = 8.63 eV
LUMO level = 0.4 eV
maximum force = 0.1088 Eh/bohr
relative energy (zero: lowest compared OMol25 entry of this formula, charge and spin) = 133.1 kcal/mol

***

[2]
C6H14N5 | the ωB97M-V functional and the def2-TZVPD basis

The geometry in XYZ format:
```
25
Properties=species:S:1:pos:R:3:lowdin_charge:R:1
C 0.702 2.502 0.168 -0.21
C -3.197 0.542 0.115 -0.27
C 0.334 0.160 0.988 -0.21
C 2.134 -1.690 0.325 -0.06
C 0.591 -0.484 -1.340 -0.09
C 1.349 -0.428 -0.067 -0.36
N -2.191 0.478 0.687 0.15
N 1.448 2.255 -0.855 0.09
N 0.140 1.520 0.935 0.09
N -4.409 0.307 -0.409 0.11
N -0.099 -0.676 1.925 0.25
H 0.226 3.441 0.452 0.14
H 2.499 -1.692 1.367 0.08
H 3.039 -1.922 -0.269 0.10
H 1.462 -2.577 0.164 0.10
H 1.256 -1.029 -2.012 0.09
H 0.608 0.614 -1.727 0.09
H -0.411 -0.960 -1.419 0.09
H 2.062 0.363 -0.285 0.11
H 1.952 3.093 -1.242 0.11
H -0.533 1.850 1.591 0.12
H -5.182 0.917 -0.664 0.12
H -4.683 -0.631 -0.728 0.13
H 0.236 -1.585 2.056 0.11
H -0.778 -0.246 2.498 0.11
```

Properties
gap between HOMO and LUMO = 10.12 eV
net charge = +1
LUMO level = -3.4 eV
maximum force = 0.0832 Eh/bohr
relative energy (zero: lowest compared OMol25 entry of this formula, charge and spin) = 62.8 kcal/mol

***

Number 1: energy -936.6924 Ha. Number 2: energy -510.5181 Ha.